[1]
Computed, not measured: a molecular structure, C8H12BN4S2Se3TcTe, with ωB97M-V/def2-TZVPD.

Structure (XYZ):
```
32
Properties=species:S:1:pos:R:3:forces:R:3
Tc 0.3438 0.2513 0.0348 -0.10 0.03 0.17
Se 1.6248 0.8343 -1.7463 0.02 -0.02 0.12
Se 2.8949 2.8595 -1.5921 -0.08 -0.06 0.05
Te 2.5712 3.6197 0.6991 -0.05 -0.11 -0.01
Se 0.9339 1.9300 1.5657 -0.05 -0.14 -0.27
C 1.3123 -1.9550 3.1005 -0.03 -0.02 0.00
N -0.0828 -2.1320 2.7150 0.06 0.01 0.06
C -1.1384 -2.2486 3.5849 0.05 0.02 -0.02
C -2.2480 -2.4127 2.8257 -0.02 -0.03 -0.06
N -1.8742 -2.4110 1.5045 -0.05 0.05 0.01
B -2.9324 -2.7561 0.3897 -0.04 -0.01 -0.02
N -2.6543 -2.0353 -0.9819 0.08 -0.08 0.04
C -2.8628 -2.6983 -2.1665 0.02 0.01 0.01
C -2.6686 -1.8266 -3.1851 0.00 0.03 0.01
N -2.3306 -0.6249 -2.6129 0.01 -0.01 -0.04
C -2.0598 0.6092 -3.3383 0.00 -0.03 0.01
C -2.3178 -0.7818 -1.2744 -0.11 0.13 0.00
S -1.9319 0.5230 -0.1714 0.10 -0.03 -0.01
C -0.5547 -2.2324 1.4524 0.04 0.07 0.02
S 0.4548 -2.1027 0.0305 0.12 0.15 -0.07
H 1.3691 -2.0070 4.1837 0.01 -0.01 0.00
H 1.6836 -0.9873 2.7679 -0.01 0.01 -0.01
H 1.9224 -2.7418 2.6644 0.00 -0.01 -0.01
H -1.0059 -2.2082 4.6511 0.00 0.00 0.00
H -3.2758 -2.5439 3.1115 0.00 0.00 0.00
H -4.0010 -2.4046 0.8136 0.04 0.01 0.00
H -2.8739 -3.9349 0.1616 -0.02 0.03 0.01
H -3.1396 -3.7366 -2.1794 0.00 0.00 0.00
H -2.7450 -1.9487 -4.2505 0.00 0.00 0.01
H -2.1355 0.3969 -4.4006 -0.01 0.01 0.00
H -1.0580 0.9675 -3.1121 0.02 0.01 0.01
H -2.7853 1.3720 -3.0664 0.00 0.00 0.01
```
Positions in Å, forces in eV/Å.

Charge: +1
2S+1: 2
Energy: -242325.8353 eV
Max |F|: 0.3 eV Å⁻¹



[2]
Computed, not measured: a molecular structure, C41H31N10PtS2Te, with ωB97M-V/def2-TZVPD.

Structure (XYZ):
```
86
Properties=species:S:1:pos:R:3:forces:R:3
Pt 0.2474 0.1461 0.2927 -0.23 -0.29 -0.12
C 5.5641 -0.9876 -3.3782 0.00 -0.01 -0.01
C 5.3704 -2.3203 -2.9821 0.01 0.02 -0.02
C 4.3125 -2.6813 -2.1673 0.02 -0.07 -0.02
C 3.4472 -1.6745 -1.7532 0.00 -0.06 0.04
C 2.2920 -1.6883 -0.8965 -0.13 -0.01 0.02
N 1.8180 -2.7932 -0.2671 0.22 0.10 -0.08
C 0.7746 -2.8048 0.4954 -0.23 0.11 -0.09
C 0.3601 -3.9753 1.2927 -0.01 0.08 -0.04
C 0.8989 -5.2404 1.3971 0.06 -0.05 -0.06
C 0.3015 -6.1168 2.2991 0.01 0.00 -0.01
C -0.7963 -5.7266 3.0621 -0.01 0.01 0.00
C -1.3329 -4.4467 2.9495 -0.09 0.00 0.04
C -0.7334 -3.5858 2.0549 0.00 0.08 -0.06
C -1.0041 -2.1705 1.7373 0.01 0.02 -0.24
N -1.8991 -1.4623 2.3398 -0.06 0.20 0.12
C -2.0778 -0.1305 2.1523 0.05 -0.08 -0.12
N -1.3313 0.7052 1.3715 -0.01 -0.01 0.13
C -1.7774 1.9836 1.4962 0.04 0.03 -0.10
N -1.2954 3.0937 0.8884 -0.12 -0.09 0.15
C -0.2565 3.0960 0.1187 0.06 -0.06 -0.05
N 0.5624 2.0458 -0.2237 0.15 0.24 0.07
C 1.5348 2.4669 -1.1012 -0.14 -0.03 0.06
N 2.4550 1.7701 -1.6834 0.13 -0.18 -0.03
C 2.6009 0.4336 -1.5269 -0.08 0.08 0.01
N 1.8227 -0.4099 -0.7952 0.08 -0.04 0.00
C 3.6425 -0.3434 -2.1473 0.01 0.05 -0.01
C 4.7045 0.0161 -2.9681 0.03 0.03 -0.05
C 1.3572 3.9170 -1.3068 0.00 -0.09 0.06
C 2.0767 4.8233 -2.0533 0.08 0.04 -0.08
C 1.6534 6.1505 -2.0280 0.01 -0.01 0.00
C 0.5447 6.5378 -1.2809 0.00 -0.01 0.01
C -0.1777 5.6113 -0.5318 -0.09 0.08 0.03
C 0.2528 4.3033 -0.5601 0.00 -0.08 0.05
C -2.8905 1.9828 2.4107 0.03 0.07 0.00
C -3.6812 3.0102 2.9104 -0.04 0.06 -0.02
C -4.6559 2.6760 3.8342 0.00 -0.01 0.00
C -4.8419 1.3481 4.2482 -0.01 0.03 -0.01
C -4.0596 0.3226 3.7481 -0.06 -0.04 0.02
C -3.0778 0.6562 2.8223 0.03 -0.05 0.03
N -0.1172 -1.7789 0.7472 0.21 -0.20 0.39
H 6.4049 -0.7421 -4.0147 -0.02 -0.02 0.01
H 6.0663 -3.0771 -3.3207 -0.01 0.02 0.00
H 4.1593 -3.7077 -1.8586 0.01 0.04 0.00
H 1.7541 -5.5305 0.7995 -0.02 0.01 0.04
H 0.6996 -7.1166 2.4150 -0.02 0.02 -0.01
H -1.2343 -6.4294 3.7589 0.00 0.01 -0.02
H -2.1853 -4.1304 3.5372 0.04 -0.02 0.00
H 4.8480 1.0455 -3.2705 0.00 -0.03 0.02
H 2.9356 4.5108 -2.6328 -0.02 0.01 0.02
H 2.1971 6.8943 -2.5960 -0.02 -0.01 0.01
H 0.2428 7.5772 -1.2798 0.00 -0.02 -0.01
H -1.0428 5.9008 0.0514 0.04 -0.01 -0.02
H -3.5340 4.0324 2.5853 0.01 -0.04 0.02
H -5.2855 3.4521 4.2500 0.00 -0.03 -0.01
H -5.6110 1.1260 4.9766 0.00 0.01 -0.02
H -4.2003 -0.7028 4.0637 0.02 0.02 0.00
C -2.2037 -3.2083 -5.3439 -0.02 -0.01 0.04
C -2.7403 -2.6980 -4.0127 0.09 0.02 -0.09
N -1.9222 -1.6326 -3.4292 -0.03 0.00 -0.10
C -2.2555 -0.3631 -3.1646 -0.01 -0.29 0.11
S -1.3893 0.5240 -1.9906 0.04 0.40 -0.03
N -3.2724 0.2544 -3.7874 0.00 -0.11 -0.02
C -3.7847 0.0765 -5.1533 -0.09 0.07 0.14
C -5.3049 0.0751 -5.1751 0.03 -0.03 0.03
H -2.8910 -3.9463 -5.7597 0.04 0.00 0.00
H -1.2332 -3.6890 -5.2121 -0.02 0.04 -0.01
H -2.0815 -2.4026 -6.0679 0.00 -0.01 0.00
H -2.7549 -3.5175 -3.2932 -0.04 0.00 0.04
H -3.7641 -2.3455 -4.0992 -0.06 0.07 0.00
H -1.0960 -1.9326 -2.9371 0.02 0.02 0.03
H -3.4663 1.1596 -3.3870 0.03 0.04 0.02
H -3.3955 -0.8395 -5.5721 0.12 -0.12 -0.04
H -3.3998 0.8944 -5.7656 0.03 0.02 0.01
H -5.7053 -0.8172 -4.6906 0.00 0.04 0.00
H -5.6671 0.1051 -6.2030 0.01 -0.02 0.03
H -5.6991 0.9489 -4.6534 0.00 -0.02 -0.04
Te 1.8864 -0.4501 2.8202 0.04 -0.09 -0.10
C 3.0130 0.7234 4.0585 -0.18 0.17 -0.18
C 3.9528 0.2796 4.9659 0.06 0.01 0.12
C 4.5723 1.3386 5.6622 0.02 -0.06 -0.01
C 4.0935 2.5638 5.2801 0.01 0.06 0.01
S 2.9009 2.4412 4.0747 0.05 0.00 -0.02
H 4.1800 -0.7670 5.1194 -0.01 0.05 -0.01
H 5.3386 1.2050 6.4133 -0.05 0.01 -0.04
H 4.3891 3.5329 5.6560 -0.01 -0.08 -0.01
```
Positions in Å, forces in eV/Å.

Charge: +1
2S+1: 5
Energy: -90128.3632 eV
Max |F|: 0.5 eV Å⁻¹
ΔE to the lowest compared entry with this formula, charge and spin: 0.0 kJ/mol



[3]
Computed, not measured: C21H26N2O4S2 in the gas phase at a distorted geometry, with ωB97M-V/def2-TZVPD.

Structure (XYZ):
```
55
Properties=species:S:1:pos:R:3:forces:R:3
C -5.4905 -2.0718 4.6369 0.09 0.00 0.20
H -6.3338 -2.3105 5.2829 0.09 0.02 0.00
O -6.0132 -2.0241 3.3314 -0.08 0.02 -0.30
C -5.1691 -1.7476 2.3006 -0.05 0.02 -0.24
C -3.8073 -1.4931 2.4285 -0.11 -0.05 0.29
C -3.0482 -1.2262 1.3031 -0.10 -0.02 -0.18
C -3.6182 -1.2052 0.0384 0.06 -0.03 -0.08
C -4.9802 -1.4530 -0.0823 0.14 -0.02 0.08
C -5.7473 -1.7250 1.0305 -0.07 -0.04 0.30
H -6.8037 -1.9242 0.9456 -0.14 -0.02 -0.01
H -5.4443 -1.4406 -1.0581 -0.05 0.00 -0.11
C -2.7673 -0.8730 -1.1589 0.08 -0.08 0.04
N -2.3281 0.5102 -1.1150 -0.43 -0.06 -0.21
C -1.0579 0.8617 -0.8172 -0.37 0.59 -0.09
O -0.1799 0.0351 -0.6623 0.39 -0.28 0.16
C -0.8386 2.3712 -0.7493 0.05 0.04 0.05
C -0.0022 2.7785 0.4716 0.09 -0.23 -0.15
C 1.4495 2.3286 0.3319 -0.07 -0.16 0.79
N 1.9997 2.8539 -0.8975 0.97 0.26 -0.06
S 3.6615 2.8057 -1.0021 -0.03 0.17 0.03
O 4.1790 3.3364 0.2253 -0.14 -0.34 0.12
O 4.0250 3.4394 -2.2358 -0.13 -0.33 -0.15
C 4.0548 1.0638 -1.1013 -0.16 0.72 0.08
C 4.1172 0.4473 -2.3388 0.03 -0.03 -0.16
C 4.3303 -0.9133 -2.4091 -0.01 -0.03 0.13
C 4.4733 -1.6615 -1.2387 0.05 -0.21 0.12
C 4.4137 -1.0312 -0.0006 -0.02 0.02 -0.08
C 4.2006 0.3348 0.0616 0.03 0.06 0.14
H 4.1648 0.8494 1.0088 0.01 0.01 0.15
H 4.5289 -1.5875 0.9152 0.02 -0.06 0.06
S 4.7347 -3.3889 -1.4525 0.03 -0.20 0.10
C 4.8470 -4.0358 0.2407 -0.06 0.40 -0.47
H 4.9939 -5.1061 0.1336 0.01 -0.05 0.00
H 3.9207 -3.8427 0.7734 -0.02 -0.04 0.13
H 5.6992 -3.5974 0.7514 0.02 -0.03 0.13
H 4.3869 -1.4159 -3.3625 0.00 0.01 -0.15
H 4.0152 1.0488 -3.2279 0.00 0.01 -0.16
C 1.3063 2.3822 -2.0740 -0.21 -0.08 -0.73
C -0.1414 2.8612 -2.0285 0.13 -0.18 0.09
H -0.1502 3.9524 -2.0330 -0.03 0.03 -0.05
H -0.6736 2.5024 -2.9115 0.01 0.05 -0.03
H 1.8255 2.8010 -2.9367 -0.18 -0.08 -0.06
H 1.3316 1.2840 -2.1304 0.02 0.10 -0.04
H 2.0564 2.7278 1.1453 -0.17 -0.06 0.07
H 1.4937 1.2313 0.3433 0.02 0.15 0.04
H -0.4285 2.3457 1.3785 0.02 0.05 0.04
H -0.0282 3.8661 0.5582 -0.03 0.02 0.05
H -1.8173 2.8592 -0.6764 0.08 -0.07 -0.02
H -3.0480 1.2135 -1.1618 0.18 0.04 0.07
H -1.8570 -1.4786 -1.1637 -0.16 0.05 -0.11
H -3.3223 -1.0445 -2.0858 0.08 -0.06 0.07
H -1.9905 -1.0328 1.4073 0.15 0.02 0.02
H -3.3274 -1.5034 3.3944 0.01 -0.01 0.11
H -5.0678 -1.1074 4.9368 0.00 -0.04 -0.02
H -4.7275 -2.8505 4.7365 -0.02 0.04 -0.01
```
Positions in Å, forces in eV/Å.

SMILES: COc1ccc(CNC(=O)C2CCN(S(=O)(=O)c3ccc(SC)cc3)CC2)cc1
Energy: -55039.9524 eV
Max |F|: 1.0 eV Å⁻¹
ΔE to the lowest compared entry with this formula, charge and spin: 62.8 kJ/mol



[4]
Computed, not measured: C6H13BO2 in the gas phase at a distorted geometry, with ωB97M-V/def2-TZVPD.

Structure (XYZ):
```
22
Properties=species:S:1:pos:R:3:forces:R:3
B -0.2168 0.7182 -1.4313 1.81 -1.01 4.47
C 1.7642 2.3474 -1.8079 1.07 0.24 0.87
C 0.5232 1.9415 -2.0152 1.02 -1.38 0.27
C -1.1332 0.0294 1.6052 -1.85 -0.58 -4.00
C -0.6969 -1.9411 0.2470 -0.29 -1.98 -1.45
C 1.0357 -1.0621 1.7517 -1.17 2.12 1.37
C -0.0586 -0.6667 0.7939 -0.45 -0.21 -0.39
O -1.4997 0.3821 -1.7429 0.59 -0.42 0.04
O 0.4618 0.1768 -0.2060 -1.07 1.18 -3.26
H 2.2458 3.3072 -2.0965 -0.74 -0.80 -0.28
H 2.4012 1.7224 -1.1837 -0.05 0.12 0.05
H -0.0685 2.4450 -2.6723 -1.58 2.07 -1.83
H -0.7386 0.7611 2.1976 0.85 1.96 1.71
H -1.8966 0.4585 0.8445 1.02 -0.58 1.51
H -1.5646 -0.7907 2.1143 -0.95 -0.25 1.13
H -0.9881 -2.6745 1.0187 -0.34 0.82 0.26
H -0.0410 -2.6559 -0.3162 0.16 1.20 0.01
H -1.5718 -1.7778 -0.4366 0.69 0.13 0.83
H 1.6234 -1.7695 1.3209 1.86 -2.24 -1.19
H 1.7239 -0.2116 2.0609 -1.29 -0.89 -0.02
H 0.4027 -1.5297 2.5321 1.23 0.28 0.37
H -1.7076 0.7901 -2.5782 -0.52 0.21 -0.47
```
Positions in Å, forces in eV/Å.

SMILES: C=CB(O)OC(C)(C)C
Energy: -11205.0787 eV
Max |F|: 4.9 eV Å⁻¹
ΔE to the lowest compared entry with this formula, charge and spin: 10.3 kJ/mol



[5]
Computed, not measured: 2 unconnected molecules or ions with the total composition C18H37FN3O2S at a distorted geometry, with ωB97M-V/def2-TZVPD.

Structure (XYZ):
```
62
Properties=species:S:1:pos:R:3:forces:R:3
C -0.6425 2.7737 0.4705 -0.62 -0.08 -0.65
C 0.1447 1.3597 0.7398 -0.05 0.12 0.22
C 1.6495 1.3009 0.0364 -0.56 0.79 -0.63
C 1.8652 0.0131 -0.9585 1.11 -0.04 0.03
C 2.6264 -1.2729 -0.2471 -0.52 -0.94 -0.24
C 1.5859 -2.5822 -0.2438 0.23 0.31 0.46
C 0.7392 -2.4665 1.1616 -0.32 -0.07 -0.84
C -0.4534 -3.5769 1.3413 -0.77 1.26 -0.01
C -1.4808 -2.9710 2.5040 -0.05 0.61 -0.53
C -0.7514 -2.6948 3.9469 -0.78 0.03 -0.13
C -0.1011 -4.0226 4.6591 0.44 0.61 0.96
C 1.2670 -3.4827 5.4556 -1.34 1.47 -1.61
N 1.4635 -4.1378 6.8054 1.95 0.28 -1.76
S 2.6443 -5.4512 6.7250 2.65 -3.93 7.18
O 3.9851 -4.9978 7.3699 -4.74 -0.89 -3.63
O 2.0529 -6.6262 7.5803 1.68 4.52 -4.56
F 2.9262 -6.0402 5.1394 -0.98 1.78 2.61
H -1.3150 2.5976 -0.4985 1.37 0.59 1.95
H -1.4041 3.0584 1.3441 1.85 -0.64 -1.90
H 0.0816 3.6830 0.2406 -1.47 -1.94 0.68
H 0.2301 1.2376 1.9133 -0.18 -0.07 -2.51
H -0.5367 0.5032 0.2641 1.56 1.75 1.32
H 2.5077 1.4011 0.8472 -1.83 -0.35 -1.77
H 1.7032 2.2777 -0.6477 0.04 -2.00 1.48
H 2.5520 0.3436 -1.8765 -1.58 -0.60 1.94
H 0.8409 -0.3606 -1.3837 1.83 0.83 0.79
H 2.9339 -1.0127 0.8719 -0.66 -0.57 -2.43
H 3.5920 -1.6224 -0.8284 -1.91 1.08 1.12
H 2.1649 -3.6096 -0.3377 -1.10 2.15 0.42
H 0.8765 -2.5334 -1.2007 1.41 -0.01 2.15
H 0.1990 -1.4030 1.1290 1.23 -2.23 0.23
H 1.5003 -2.4667 2.0546 -1.49 -0.08 -1.70
H -0.0922 -4.6665 1.5679 -0.57 2.17 -0.43
H -1.0782 -3.5643 0.3253 1.38 -0.27 2.16
H -1.8064 -1.9009 2.0886 0.62 -2.23 0.89
H -2.4910 -3.5867 2.5819 2.31 1.05 0.04
H 0.0377 -1.8264 3.7910 -1.42 -1.97 0.29
H -1.5565 -2.2535 4.7011 1.67 -0.90 -1.62
H 0.1139 -4.9191 3.9378 -0.28 1.89 1.28
H -0.8270 -4.4056 5.5007 1.40 0.70 -1.73
H 1.0495 -2.3280 5.6651 0.55 -2.57 -0.24
H 2.2078 -3.5032 4.7536 -1.74 -0.10 1.40
H 1.9461 -3.4020 7.4045 -0.32 -1.50 -0.72
C 0.5039 3.0516 -4.0322 0.04 0.33 -0.32
C -0.9657 2.7292 -3.8455 0.22 -0.58 0.42
N -1.8682 3.6338 -4.5714 -0.24 0.53 -0.62
C -3.2111 3.8175 -4.2657 0.53 0.26 -0.38
C -3.7014 4.7340 -5.1517 0.63 -0.22 -0.02
N -2.6544 5.0811 -5.9860 0.24 -0.58 0.37
C -1.5571 4.3912 -5.6363 -0.75 0.01 0.61
C -2.7044 6.0430 -7.0792 0.15 0.26 -0.36
H 0.7167 4.0843 -3.7372 0.02 -0.15 0.04
H 1.1224 2.3841 -3.4247 -0.22 0.07 -0.08
H 0.8044 2.9280 -5.0772 0.07 -0.07 0.14
H -1.2154 2.7948 -2.7800 -0.12 0.04 -0.28
H -1.1775 1.7080 -4.1812 -0.02 0.17 0.08
H -3.6435 3.2693 -3.4461 -0.18 0.15 -0.06
H -4.6669 5.1876 -5.2969 -0.03 -0.14 0.20
H -0.5938 4.4529 -6.1296 -0.25 0.00 0.20
H -2.4466 5.5352 -8.0122 -0.10 0.16 0.12
H -1.9849 6.8421 -6.8800 -0.19 -0.09 -0.10
H -3.7075 6.4699 -7.1616 0.23 -0.18 0.11
```
Positions in Å, forces in eV/Å.

Charge: +1
Energy: -41370.2805 eV
Max |F|: 8.6 eV Å⁻¹



[6]
Computed, not measured: 2 unconnected molecules or ions with the total composition C4H7Br2NO2 at a distorted geometry, with ωB97M-V/def2-TZVPD.

Structure (XYZ):
```
16
Properties=species:S:1:pos:R:3:forces:R:3
C 1.6594 -1.4568 0.4028 -0.51 -0.95 -2.73
C 0.9139 -0.4029 -0.4098 -0.09 -1.24 -2.69
C -1.2745 1.9080 -0.8191 3.67 -2.61 -3.01
C -0.5484 -0.3325 -0.1041 0.02 1.59 -2.76
N -0.9397 0.0611 1.1368 -0.97 0.81 1.71
O -0.1652 0.7821 1.7624 0.84 -0.14 0.44
O -2.0672 -0.1981 1.5173 -0.79 -0.12 0.65
Br -0.3468 3.0673 0.1575 0.45 0.75 0.29
Br -1.7557 -1.5626 -0.9388 0.68 0.33 0.08
H 2.5402 -1.8688 -0.1295 -0.62 0.23 0.09
H 2.0021 -1.0394 1.2633 0.76 0.98 2.77
H 0.9368 -2.2379 0.5735 0.15 -0.66 0.41
H 0.9266 -0.6924 -1.5158 0.10 0.25 1.35
H 1.4311 0.5328 -0.3917 -0.08 0.86 0.37
H -1.0970 1.7310 -1.9243 0.36 0.54 1.56
H -2.2156 1.7091 -0.5806 -3.97 -0.63 1.48
```
Positions in Å, forces in eV/Å.

Energy: -149925.3297 eV
Max |F|: 5.4 eV Å⁻¹
ΔE to the lowest compared entry with this formula, charge and spin: 329.6 kJ/mol